No. 1
Computed, not measured: a cluster of 4 separate species, C25H35Cl2F7N2O11 in total at a distorted geometry, with wB97M-V/def2-TZVPD.

The geometry in XYZ format:
```
82
C25H35Cl2F7N2O11 | OMol25 | wB97M-V/def2-TZVPD
C -0.71723 -0.11207 -0.96799
H 0.68386 -1.75130 -2.75107
C 1.00617 -2.58904 1.17798
N 2.12858 2.04351 0.56496
C -1.09232 -0.27710 -2.52321
O 1.20999 5.32092 -3.40418
H -4.68498 3.30206 2.97497
C 0.03098 -3.74263 1.79110
F -1.39470 7.31686 -2.42079
H 1.76853 -4.30649 3.03019
H -3.10526 -3.93221 6.53908
F 1.49960 -5.65924 1.41739
H -0.88565 0.74718 -3.00263
H -0.68673 5.65641 -4.13830
F 6.06923 -0.67976 -1.04133
C -0.69487 -1.58511 -0.27046
C 3.52253 0.58287 -2.77291
C 5.53398 -0.05255 -2.11612
F 0.00986 -4.64599 -4.28296
O 0.16494 5.97291 -1.51643
H -3.12511 2.88183 3.81730
C -1.26177 -4.91645 7.09650
C -2.27425 2.86212 0.58642
O -0.01095 -4.80225 6.44755
H 6.24877 1.98661 -2.20299
H -3.27458 4.44292 2.73928
N 0.64308 -2.19905 -0.21014
H -2.55326 -1.95032 -0.69338
C -0.13432 -3.74272 5.60035
O -1.43839 -3.39573 5.41566
H -3.77299 3.04575 -1.37763
O -1.72340 -2.46301 -0.80448
H 1.51885 -0.15100 -1.50831
O 0.78622 -3.18293 5.08750
H 6.10993 -0.29969 -3.01255
O -1.66193 0.63931 -0.20710
H -2.21367 -0.44914 -2.59498
H -1.00501 -1.39481 0.82507
O 2.44241 0.51757 -3.27902
Cl -4.17861 0.90574 1.47021
H 0.54750 7.82070 -2.33752
H 2.09891 -2.88249 1.30497
H -0.63687 -3.21881 2.56458
C -1.94763 1.94620 -0.70936
O 4.19882 -0.48841 -2.27437
H 0.85749 -1.66823 1.84695
F -2.37270 -2.02367 -4.51128
H -2.54230 -5.13640 5.36233
H 0.51289 6.88833 -4.57990
C -1.01156 -3.87582 -3.73380
H -2.90250 2.16852 -2.70978
H 0.46099 0.78894 1.33825
C 0.17892 6.22241 -3.78353
F -1.50073 -6.22586 7.34752
F -1.98862 -4.60756 -3.00768
C 0.93376 -4.85746 2.48684
C -1.18709 -2.48358 -3.86875
O 4.22815 1.73583 -2.62856
H -0.64837 -4.14133 0.97013
H 1.76341 2.77857 -0.05009
C -3.20773 2.47142 1.56867
H 2.12136 2.43052 1.51511
C -0.09334 6.95043 -2.50525
O 1.75850 4.37411 -1.42998
C 1.10387 5.14858 -2.05817
H 0.81381 1.51400 -1.47955
H 0.19752 -0.81646 -4.24302
C 1.29090 0.81407 0.56237
C 5.38354 1.41498 -1.86511
C 0.77404 0.49617 -0.93723
H 2.00239 -0.05512 0.81370
H -3.97397 1.17065 -1.51848
H 5.19850 1.64555 -0.81224
C -3.27234 2.05238 -1.63132
C -3.54174 3.35146 2.87058
H 0.75298 -2.97229 -0.87580
C -2.22139 -4.37822 6.08188
H 0.29411 -5.49639 3.17517
C -0.21204 -1.35082 -3.31153
Cl -1.36536 4.44232 0.77148
H -1.24010 -4.35795 8.03656
H -1.09347 2.46670 -1.23732
```

Calculated values
Multiplicity ... 1
Lowest unoccupied orbital energy ... 0.19 eV
HOMO-LUMO gap ... 8.327 eV
HOMO level ... -8.1 eV
SMILES string ... C/C(Cl)=C(\Cl)[C@H](C)O[C@](CCN)(CCC(F)=C(F)F)[C@@H](O)NCCCF.O=C1OC[C@@H](F)O1.O=C1OC[C@@H](F)O1.O=C1OC[C@@H](F)O1

No. 2
Computed, not measured: a structure of composition C25H35F10N7O3P2Ru at a distorted geometry, with wB97M-V/def2-TZVPD.

The geometry in XYZ format:
```
83
C25H35F10N7O3P2Ru | OMol25 | wB97M-V/def2-TZVPD
C -0.08567 -5.58325 2.25389
F 6.47623 -1.32340 -1.69362
H -0.84061 2.17385 1.44163
N -2.49262 -3.19727 2.27465
C -3.13456 -4.41620 2.77217
F -2.89705 -3.41373 -3.25010
C 1.27220 2.31169 0.03355
H 1.27528 2.18135 1.11250
C 2.99444 -0.87003 -0.69335
H -4.20739 -4.35360 2.58708
H 0.61478 -5.45744 -0.33435
C -4.71534 -2.48797 -2.08572
H 4.13249 -0.73331 2.58531
C -3.08447 -1.93894 2.73594
C -5.20081 -1.53254 -1.20492
H -0.19556 0.85695 5.69368
H -1.02860 0.63495 4.15217
C 3.16765 -0.45557 3.01306
H -3.07031 2.03094 -0.60000
F 3.29146 -4.49892 -0.37525
N 2.24346 -1.59049 2.86250
C -4.34596 -0.61025 -0.64791
H -3.12176 -1.89950 3.82802
H -1.25056 1.85727 -2.20774
H -4.10385 -1.84421 2.35778
Ru -0.08546 -0.21208 -0.18108
H 2.07380 -3.67421 3.18944
O -0.97686 -2.17051 0.46167
O -0.01574 -2.66569 2.78055
H -2.75376 -5.29024 2.24918
C 2.38159 1.47949 -0.57244
F 5.80896 -3.87612 -1.15785
N -2.04832 0.20651 -0.32541
C -3.36210 -2.51626 -2.39994
P 0.65975 -1.23935 3.09540
C -2.96444 -0.61881 -0.91697
C 2.84031 -2.90676 3.13333
H 0.96867 -5.83446 2.11834
N 0.32577 -0.89868 4.64585
H -0.21802 -5.17172 3.25424
C -2.43619 1.54381 0.13917
H 0.35633 -2.68112 5.82585
H 2.57317 1.76682 -1.60556
F -6.48105 -1.52010 -0.88863
H -0.24174 3.30142 -1.98769
H -3.01231 1.48542 1.06004
H -1.30616 3.40160 0.25486
H -2.49998 -1.08846 2.37770
N -0.51010 -4.62106 1.22996
F 1.48428 -2.59624 -0.13135
F -1.24626 -1.61453 -2.19184
H 3.29726 1.67830 -0.02306
H -1.10816 -5.86118 -0.38288
C 4.92345 -2.93508 -1.01680
C 0.87835 -1.72484 5.72497
H 3.32574 -0.17835 4.05987
F -4.84850 0.25448 0.22416
H 0.47998 1.76958 -2.51726
C -2.52603 -1.59866 -1.83205
C -0.39060 -5.06881 -0.16393
H -0.66803 -6.50280 2.18011
H -2.98086 -4.54730 3.84738
C -0.27889 2.21489 -1.88097
H 0.77986 -1.18332 6.66230
C -1.15612 2.33235 0.41428
N -0.04985 1.83861 -0.45976
H 1.93911 -1.92319 5.57256
P -1.02088 -3.13973 1.59858
C 5.26079 -1.61212 -1.28281
H -0.56220 -4.23958 -0.84586
F -5.52685 -3.36053 -2.62033
C 2.70802 -2.25022 -0.47342
F 4.73280 0.60641 -1.44111
H 3.52831 -3.17177 2.32680
C 4.33463 -0.61390 -1.13041
C 3.62753 -3.24744 -0.61430
H -1.50065 -0.32779 5.56055
H 1.41189 3.36980 -0.19307
N 2.02343 0.04846 -0.48802
H 2.78708 0.41339 2.47496
H 3.40522 -2.90588 4.06684
C -0.65570 0.12136 5.03395
O 0.17418 -0.15500 2.19824
```

Calculated values
Energy above the lowest of the compared OMol25 structures with the same formula, charge and spin ... 0.0 kcal per mole
Multiplicity ... 5
Lowest unoccupied orbital energy (spin up / spin down) ... -5.03 / -8.15 eV
HOMO-LUMO gap (spin up / spin down) ... 8.682 / 5.698 eV
HOMO level (spin up / spin down) ... -13.7 / -13.8 eV
Net charge ... +2

What is the multiplicity in the first record? 1